Entry 1:
Molecular formula: C5H13NO2
Method: DFT, ωB97M-V/def2-TZVPD

CARTESIAN COORDINATES (ANGSTROEM)
O: -1.51 -2.23 -1.41
O: 1.10 2.81 -0.59
H: 1.54 3.21 -1.35
H: 2.28 -0.73 -1.89
C: 1.52 -0.50 -1.14
C: -0.75 -1.61 -0.67
N: -1.26 -0.59 0.08
H: -2.25 -0.45 0.17
H: 2.01 -0.14 -0.26
H: 0.82 0.20 -1.59
H: -2.32 0.32 2.26
H: 1.11 -2.33 0.10
C: 0.78 -1.78 -0.79
C: -1.49 0.95 1.95
H: 0.25 0.76 0.73
H: 0.73 2.01 -0.97
C: -0.50 0.10 1.16
H: 0.84 -2.50 -1.61
H: -1.00 1.42 2.79
H: -1.97 1.68 1.28
H: 0.07 -0.60 1.76

Structure (SMILES) = CCNC(=O)CC.O
Gap between HOMO and LUMO = 10.195 eV
Energy relative to the best compared isomer or geometry (same formula, charge and spin) = 0.887 eV
E = -403.5440 Ha
LUMO = 0.73 eV

=====

Entry 2:
Molecular formula: CClO4S
Method: DFT, ωB97M-V/def2-TZVPD

CARTESIAN COORDINATES (ANGSTROEM)
S: -0.74 0.39 -0.07
C: 0.76 -0.68 0.19
O: -0.89 0.53 -1.54
O: -0.42 1.67 0.53
O: -1.69 -0.60 0.55
O: 1.20 -1.65 -0.25
Cl: 1.41 0.01 1.79

Structure (SMILES) = O=C(Cl)S(=O)(=O)[O-]
Total charge = -1
Gap between HOMO and LUMO = 9.413 eV
Energy relative to the best compared isomer or geometry (same formula, charge and spin) = 0.594 eV
E = -1197.5219 Ha
LUMO = 3.67 eV

=====

Entry 3:
Molecular formula: C3H8NO3
Method: DFT, ωB97M-V/def2-TZVPD

CARTESIAN COORDINATES (ANGSTROEM)
H: -0.62 0.56 -0.58
H: 2.06 1.54 0.61
H: -1.77 -1.69 -0.82
H: 1.55 -0.72 1.11
C: 0.52 0.44 -0.35
H: 0.58 2.40 0.49
O: -1.62 -1.08 0.82
C: 1.19 1.77 -0.02
O: -0.16 -1.60 2.51
O: -1.81 -1.47 -1.78
C: -0.49 -1.18 1.36
N: 0.63 -0.67 0.64
H: 0.86 0.20 -1.38
H: -2.49 -0.71 -1.62
H: 1.58 2.23 -1.00

Total charge = -1
Gap between HOMO and LUMO = 8.126 eV
Energy relative to the best compared isomer or geometry (same formula, charge and spin) = 0.894 eV
E = -399.6450 Ha
LUMO = 3.97 eV

=====

Entry 4:
Molecular formula: C3H9N2
Method: DFT, ωB97M-V/def2-TZVPD

CARTESIAN COORDINATES (ANGSTROEM)
H: 1.34 -1.82 -0.37
H: 3.23 -0.31 -0.20
C: -0.25 0.87 -0.94
C: -0.17 -0.38 -0.40
H: -1.44 1.20 1.50
H: 0.53 1.56 -1.18
H: -1.16 1.27 -1.22
H: -1.33 0.35 1.59
H: -0.97 -2.05 0.21
N: -1.19 -1.29 -0.44
H: -2.15 -0.93 -0.45
N: 2.26 -0.04 -0.08
H: 2.06 0.94 0.14
C: 1.22 -0.79 -0.28

Total charge = +1
Gap between HOMO and LUMO = 8.051 eV
Energy relative to the best compared isomer or geometry (same formula, charge and spin) = 3.080 eV
E = -228.8736 Ha
LUMO = -5.57 eV

=====

Entry 5:
Molecular formula: C6H14NO
Method: DFT, ωB97M-V/def2-TZVPD

CARTESIAN COORDINATES (ANGSTROEM)
N: 1.51 -0.65 -1.63
C: -2.39 -0.30 2.90
H: 1.56 -0.45 1.08
H: -0.41 -1.46 -1.06
C: -0.41 -1.18 1.64
H: -1.06 -1.92 1.17
H: -1.66 0.43 1.03
H: -2.17 -1.19 3.50
H: 2.02 0.28 -3.45
H: -2.84 0.48 3.51
H: -0.60 0.82 2.45
H: -3.25 -0.62 2.30
C: -1.23 0.08 1.95
C: 0.68 -0.86 0.62
O: 1.83 2.88 -3.76
C: 0.48 -0.99 -0.68
H: 1.24 3.42 -3.19
H: 0.05 -1.68 2.48
H: 0.32 0.41 -2.89
H: 2.60 3.44 -3.89
C: 1.31 0.05 -2.67
H: 2.43 -1.00 -1.38

Total charge = +1
Gap between HOMO and LUMO = 9.497 eV
Energy relative to the best compared isomer or geometry (same formula, charge and spin) = 1.552 eV
E = -366.7102 Ha
LUMO = -4.83 eV

=====

Entry 6:
Molecular formula: C18H22AlF9N2O5S
Method: DFT, ωB97M-V/def2-TZVPD

CARTESIAN COORDINATES (ANGSTROEM)
H: 5.32 -2.49 1.48
F: -5.19 -3.75 -0.96
C: 3.20 -1.09 1.84
C: -4.71 -2.79 -0.19
H: 6.13 -1.21 0.52
H: 4.21 -1.07 -1.01
H: 1.93 0.91 -2.55
C: -2.40 2.20 1.38
H: 4.79 -0.21 2.92
F: 1.33 -3.27 -5.12
C: 1.66 1.02 -1.50
O: -3.22 2.30 -0.88
H: 6.52 -1.42 2.22
C: 1.26 2.47 -1.25
C: 2.89 0.64 -0.68
O: -4.57 -0.04 -1.86
C: 5.73 -1.48 1.49
F: -3.57 -2.32 -0.69
C: -1.37 3.28 1.12
H: -1.83 2.02 3.44
C: -4.15 3.22 -0.98
C: 0.60 2.61 0.11
O: -1.16 4.12 1.93
C: -5.79 -1.64 -0.05
H: 3.30 -2.64 0.39
H: 3.74 1.18 -1.10
H: 3.06 -1.85 2.61
H: 4.67 0.44 1.33
O: -0.76 3.14 -0.05
C: -2.47 1.66 2.65
F: -4.47 -3.29 1.02
H: -3.49 0.22 3.89
H: 2.77 1.02 0.34
H: 1.73 -1.92 0.49
F: 4.08 -3.50 -5.39
H: 2.15 3.09 -1.29
H: 2.49 -0.29 2.08
C: 3.18 -0.86 -0.75
Al: 2.83 -2.81 -4.49
F: -6.23 -1.59 1.22
C: 2.79 -1.68 0.48
H: 0.59 1.63 0.59
C: -3.26 1.73 0.39
H: 0.58 2.81 -2.04
N: -4.98 3.99 -1.06
C: -4.15 0.70 0.67
H: 2.60 -1.26 -1.58
H: 0.83 0.34 -1.28
F: 2.93 -3.34 -2.87
F: 2.96 -1.11 -4.50
C: 4.60 -0.49 1.88
H: -4.83 -0.53 2.16
C: -3.39 0.66 2.91
O: -6.41 0.86 -0.63
H: 1.15 3.31 0.73
S: -5.24 0.04 -0.62
N: -4.17 0.21 1.92
F: -6.82 -1.90 -0.84

Gap between HOMO and LUMO = 5.473 eV
E = -2724.3069 Ha
LUMO = -4.44 eV

=====

Entry 7:
Molecular formula: C13H20N4OSSn
Method: DFT, ωB97M-V/def2-TZVPD

CARTESIAN COORDINATES (ANGSTROEM)
H: -4.79 -2.38 2.96
O: -2.51 -0.59 1.42
H: -3.04 -2.68 2.83
C: 3.06 4.02 0.56
C: -3.83 -1.10 1.54
C: -0.96 -3.53 -1.93
H: -2.18 -2.43 -0.53
H: 1.94 -2.31 -3.15
N: 1.02 0.80 -0.82
H: 3.35 0.89 -1.89
C: -3.82 -1.92 2.86
C: -1.28 -2.43 -1.14
H: 3.49 -0.87 -1.74
H: -5.87 -0.44 1.70
C: 1.50 -0.12 -1.57
H: 2.84 -0.15 -3.22
C: 1.03 -2.36 -2.58
H: -4.03 -1.83 0.75
Sn: -1.36 0.48 0.19
H: 5.11 3.84 -0.05
H: -1.61 -4.39 -1.96
C: 2.88 -0.05 -2.13
H: 0.52 -4.33 -3.27
H: 1.91 3.49 2.30
C: 4.36 3.24 0.47
H: -4.87 0.52 0.60
H: -4.68 0.70 2.35
N: 1.50 1.94 -0.45
S: 0.27 1.39 1.93
C: -4.88 -0.01 1.55
C: 1.36 2.24 0.87
H: 3.21 4.96 1.09
H: 4.22 2.31 -0.09
N: -0.50 -1.35 -1.07
C: 0.22 -3.49 -2.65
N: 2.03 3.27 1.32
C: 0.64 -1.31 -1.78
H: 4.74 3.00 1.46
H: 2.65 4.23 -0.42
H: -3.63 -1.25 3.70

Total charge = +2
Gap between HOMO and LUMO (spin up / spin down) = 6.489 / 6.116 eV
E = -1413.4908 Ha
LUMO (spin up / spin down) = -9.68 / -9.57 eV

=====

Entry 8:
Molecular formula: C5H6O
Method: DFT, ωB97M-V/def2-TZVPD

CARTESIAN COORDINATES (ANGSTROEM)
H: -2.79 1.49 -0.44
C: 2.17 0.26 0.58
C: 1.16 -0.79 0.20
H: -1.78 -0.29 -1.40
C: -2.60 0.40 -0.45
C: -1.34 -0.13 -0.11
H: -3.46 -0.23 -0.65
O: 1.48 -1.92 -0.14
H: 2.49 0.12 1.63
H: 3.08 0.19 -0.02
C: -0.21 -0.39 0.29
H: 1.81 1.30 0.51

Gap between HOMO and LUMO = 9.045 eV
Energy relative to the best compared isomer or geometry (same formula, charge and spin) = 4.245 eV
E = -269.1902 Ha
LUMO = 0.31 eV

=====

Entry 9:
Molecular formula: C6H10O
Method: DFT, ωB97M-V/def2-TZVPD

CARTESIAN COORDINATES (ANGSTROEM)
C: -1.25 0.76 0.02
H: 0.08 2.51 0.27
H: 2.14 1.38 -0.58
O: 1.79 -0.19 0.84
H: -0.99 -0.88 1.37
H: -2.02 1.21 0.66
H: -0.25 -1.44 -1.54
C: 1.32 -0.68 -0.39
H: 2.13 -1.13 -0.97
C: 0.00 -1.40 -0.47
C: -1.15 -0.74 0.30
H: -2.09 -1.24 0.05
C: 0.09 1.42 0.37
H: 0.29 1.16 1.40
H: 0.13 -2.44 -0.14
H: -1.57 0.93 -1.02
C: 1.34 0.76 -0.17

Structure (SMILES) = C1CC[C@H]2O[C@H]2C1
Gap between HOMO and LUMO = 11.114 eV
Energy relative to the best compared isomer or geometry (same formula, charge and spin) = 0.719 eV
E = -309.8159 Ha
LUMO = 1.11 eV

=====

Entry 10:
Molecular formula: C3H4BrNO
Method: DFT, ωB97M-V/def2-TZVPD

CARTESIAN COORDINATES (ANGSTROEM)
C: 0.00 -1.01 0.15
H: -0.40 0.34 -1.62
C: 0.29 0.08 -0.80
N: -0.73 -0.75 1.13
H: 0.67 -1.89 0.01
C: 0.11 1.40 -0.18
H: -0.96 1.68 0.03
Br: -1.29 -2.00 2.37
H: 1.35 -0.06 -1.12
O: 0.96 2.21 0.02

Structure (SMILES) = O=CC/C=N/Br
Gap between HOMO and LUMO = 9.924 eV
Energy relative to the best compared isomer or geometry (same formula, charge and spin) = 1.947 eV
E = -2820.6418 Ha
LUMO = 0.26 eV

=====

Entry 11:
Molecular formula: C12H25BrN5O2
Method: DFT, ωB97M-V/def2-TZVPD

CARTESIAN COORDINATES (ANGSTROEM)
H: -2.62 -2.63 -3.08
H: -2.02 3.13 -0.20
H: 2.40 -0.85 3.17
H: 4.38 -0.58 -0.92
C: -0.10 2.26 -0.46
C: -1.99 -2.61 -2.21
C: 0.04 1.47 0.84
C: 4.83 0.13 -0.25
H: -1.26 -0.98 0.99
H: 0.78 2.01 1.43
H: -1.50 2.39 -3.06
Br: 0.65 4.06 -0.09
O: -0.09 -0.35 -1.91
H: -2.30 -3.38 -1.50
H: -0.11 2.06 3.32
H: -4.04 -1.70 -1.03
C: -0.85 -0.79 -1.15
C: 3.82 0.45 0.86
N: 2.16 -0.64 2.20
H: 0.53 1.87 -1.24
H: -0.96 -2.82 -2.46
C: -3.17 -1.22 -0.59
H: -3.45 -0.22 -0.31
H: -2.93 -1.83 0.28
N: -2.10 -1.26 -1.60
N: 3.08 -0.80 1.14
C: -0.42 -0.91 0.31
H: -2.09 1.53 -0.87
H: -0.53 -0.83 3.10
C: 0.99 -0.22 1.99
H: 4.98 1.03 -0.82
C: -1.54 2.47 -0.91
N: 0.58 0.11 0.68
H: 3.77 -1.45 1.50
C: -0.67 1.21 2.94
O: -1.13 1.49 1.64
H: 4.32 0.87 1.73
H: -2.60 3.62 -2.35
H: 0.07 -1.88 0.38
C: -1.64 3.13 -2.28
H: 5.77 -0.25 0.15
N: 0.09 -0.04 3.04
H: -1.53 1.10 3.58
H: 3.17 1.22 0.45
H: -0.88 3.89 -2.43

Structure (SMILES) = CCNNC1=[N+](CC(=O)N(C)C)[C@@H]([C@H](Br)CC)OCN1
Total charge = +1
Gap between HOMO and LUMO = 8.403 eV
E = -3470.1920 Ha
LUMO = -3.87 eV

=====

Entry 12:
Molecular formula: C41H23AsHfN10OS4
Method: DFT, ωB97M-V/def2-TZVPD

CARTESIAN COORDINATES (ANGSTROEM)
N: 3.90 0.17 -1.33
H: 1.32 -0.53 -3.14
C: 0.60 3.85 -1.15
As: 2.41 -4.15 -1.69
C: -4.07 -4.39 -1.13
H: 1.19 5.22 1.95
C: 1.52 6.20 0.06
H: 1.88 7.11 0.55
H: -1.36 -2.93 -5.16
O: 1.09 -0.83 1.43
C: 3.40 -0.19 -2.56
C: 3.05 0.43 1.02
C: 2.06 -0.25 -2.40
C: 2.89 0.25 -0.44
C: 4.09 1.21 1.54
S: 2.17 -6.20 -1.51
H: 0.11 2.81 5.06
C: -0.24 0.79 -5.55
N: -2.45 -1.53 2.48
C: -0.61 0.88 -2.92
C: -1.06 -1.91 -5.28
N: -1.09 -0.09 -2.04
C: -5.18 -4.87 0.98
H: -0.02 0.34 -7.64
C: 3.43 0.72 3.77
N: -2.05 -2.26 -2.28
C: -1.45 -1.24 -2.75
C: 1.02 4.93 -1.96
C: -0.86 1.36 6.40
C: -0.67 -1.39 -6.51
C: -1.64 0.06 4.11
C: -3.35 -3.36 -0.49
H: 1.78 6.90 -2.02
C: -5.00 -5.11 -0.41
C: 1.46 6.09 -1.37
H: -5.91 -5.43 1.57
C: -1.09 -1.03 -4.18
H: -1.93 -0.19 7.44
C: -0.64 0.28 -4.30
C: -0.91 1.24 4.03
H: -4.60 -3.73 2.68
N: -1.32 0.51 1.83
C: 1.14 5.14 0.86
C: -1.87 -0.42 2.73
N: -0.13 2.03 -2.68
S: 2.55 -3.08 0.20
C: -0.48 1.90 5.17
N: 1.75 0.00 -1.08
H: 3.56 0.80 4.85
C: -3.51 -3.13 0.91
Hf: -0.30 -0.26 0.00
H: 1.65 -0.53 3.95
C: -2.64 -2.06 1.24
C: -0.29 -0.05 -6.65
C: -4.45 -3.89 1.63
C: 0.68 3.96 0.27
C: 0.13 2.77 0.79
C: 2.37 -0.04 3.29
H: -0.59 1.85 7.32
H: -3.90 -4.60 -2.19
H: 4.73 1.71 0.83
N: -0.19 1.93 -0.25
H: -2.58 -1.41 5.32
S: 3.35 -3.34 -3.35
H: 1.00 4.82 -3.05
N: -0.02 2.52 2.14
C: -2.43 -2.38 -0.96
H: 4.03 -0.37 -3.43
C: 4.30 1.38 2.90
H: 5.14 1.98 3.23
C: 0.06 2.57 -1.43
H: -0.66 -2.05 -7.37
C: -0.69 1.52 2.57
H: -5.57 -5.90 -0.92
C: -2.02 -0.49 5.33
N: -2.03 -1.60 0.09
C: -1.64 0.21 6.47
C: 2.13 -0.17 1.91
H: 4.87 0.20 -1.04
S: 0.61 -3.09 -0.67
H: 0.07 1.82 -5.61

Total charge = -2
Gap between HOMO and LUMO = 4.774 eV
Energy relative to the best compared isomer or geometry (same formula, charge and spin) = 0.000 eV
E = -6076.0095 Ha
LUMO = 4.00 eV

=====

Entry 13:
Molecular formula: C7H13BrFIO
Method: DFT, ωB97M-V/def2-TZVPD

CARTESIAN COORDINATES (ANGSTROEM)
H: 1.86 -2.67 0.05
F: -0.05 -1.03 -1.90
H: 0.14 3.87 1.26
H: -2.80 2.59 1.32
C: 1.01 -0.27 0.02
H: 0.05 -4.13 -0.29
C: -2.36 2.49 0.37
C: -0.85 2.07 0.56
H: -0.47 2.38 -0.42
H: -2.49 3.45 -0.12
I: 1.95 1.04 -1.39
H: 2.13 -2.10 -1.49
C: 0.64 -3.81 -1.15
C: 1.37 -2.56 -0.87
C: 0.41 -1.42 -0.66
Br: 1.91 -0.54 1.55
H: 0.15 -3.96 -2.08
H: -2.92 1.78 -0.22
C: -0.08 2.91 1.57
H: 0.84 2.40 1.75
H: -0.69 3.05 2.51
H: 1.44 -4.51 -1.16
O: -0.72 0.68 0.79
H: -0.47 -1.71 -0.01

Gap between HOMO and LUMO = 8.514 eV
Energy relative to the best compared isomer or geometry (same formula, charge and spin) = 2.384 eV
E = -3321.1941 Ha
LUMO = -0.70 eV

=====

Entry 14:
Molecular formula: C5H14BInO3P
Method: DFT, ωB97M-V/def2-TZVPD

CARTESIAN COORDINATES (ANGSTROEM)
H: -0.40 2.03 0.50
C: -0.29 1.04 0.05
C: -3.44 -2.06 0.09
B: -2.52 1.13 -1.08
H: -0.48 0.26 0.78
H: -3.10 -2.53 -0.83
H: -3.10 2.08 -1.49
H: 1.38 0.17 -1.19
C: 3.78 -0.70 0.07
P: -3.86 -0.39 -0.15
H: 3.76 1.45 -0.11
H: 4.86 -0.79 0.14
O: -4.35 0.16 1.19
H: 1.29 1.93 -1.03
H: -4.26 -2.66 0.52
H: 3.56 -0.77 -1.01
C: 3.33 0.68 0.53
O: 1.92 0.90 0.69
C: 1.15 0.99 -0.47
H: -3.90 0.89 1.66
O: -1.25 0.90 -1.09
H: 3.27 -1.52 0.60
H: 3.74 0.84 1.53
H: -2.65 -2.02 0.87
In: 1.55 -2.02 -0.77

Total charge = +3
Gap between HOMO and LUMO = 4.767 eV
E = -979.7088 Ha
LUMO = -15.52 eV